1.
Computed, not measured: a structure of composition C25H21BF3INbO20S in a non-equilibrium geometry, with ωB97M-V/def2-TZVPD.

Geometry as XYZ:
```
73
Properties=species:S:1:pos:R:3:forces:R:3
O 2.1658 3.4665 -2.1750 -0.2 -0.2 0.1
S 1.3477 2.6457 -1.2903 -0.1 -0.3 0.4
O 1.6244 2.7129 0.1487 -0.2 0.0 -0.5
Nb -1.1457 3.3110 -1.4884 1.5 1.3 1.6
I -1.5928 5.3282 0.3474 0.0 -0.3 -0.3
B -3.3184 2.6295 -2.0180 0.9 -0.7 -0.2
O -4.2259 2.5961 -0.9817 -0.1 -0.4 -0.1
O -3.7241 2.3422 -3.3015 -0.5 -0.5 0.3
C 1.8373 0.8520 -1.7007 0.0 -0.3 -0.3
F 2.5620 0.7576 -2.8326 -0.2 0.1 0.3
F 0.7350 0.0987 -1.8664 0.3 0.2 0.1
F 2.5638 0.2955 -0.7162 -0.1 0.2 -0.1
H -1.1704 4.5614 -2.8405 -0.7 -0.6 -0.4
H -1.0299 2.1619 -2.8589 -0.1 0.2 0.1
H -1.5174 1.8758 -0.3600 -0.5 -0.2 -0.7
H -3.8343 2.0977 -0.2470 0.0 0.7 -0.1
H -3.1329 1.6688 -3.6698 0.1 0.7 -0.1
C 4.8870 -4.6417 -3.9076 0.1 0.0 0.0
C 5.7284 -3.6893 -3.4804 0.0 0.0 0.0
C 5.2524 -2.4602 -2.7270 0.0 -0.1 0.0
O 6.1218 -1.6808 -2.3799 0.0 0.0 0.0
C 3.8386 -2.3050 -2.4821 0.0 0.1 0.1
C 2.9980 -3.2548 -2.9145 0.0 0.1 0.0
C 3.4703 -4.4926 -3.6465 0.0 0.0 0.0
O 2.6201 -5.2986 -3.9770 0.0 0.0 0.0
O 1.6845 -3.1925 -2.7405 0.0 0.0 0.0
O 7.0413 -3.7121 -3.6601 0.0 -0.1 0.0
H 5.2190 -5.5201 -4.4425 0.0 0.0 0.0
H 3.4956 -1.4259 -1.9564 0.0 0.0 0.0
H 1.2716 -3.9960 -3.1196 0.1 0.0 0.0
H 7.3764 -2.8924 -3.2400 -0.1 0.0 0.0
C -1.0681 10.1476 3.1791 0.1 0.0 0.1
C -1.3110 11.4102 2.8054 0.0 0.0 0.0
C -2.3640 11.7662 1.7758 0.0 0.0 0.0
O -2.4987 12.9587 1.5407 0.0 0.0 0.0
C -3.1137 10.7096 1.1549 -0.1 0.0 -0.1
C -2.8729 9.4343 1.5162 0.1 0.0 0.0
C -1.8388 9.0786 2.5745 0.0 0.0 0.0
O -1.7269 7.9025 2.8537 0.0 0.1 0.0
O -3.4986 8.3997 0.9978 -0.1 0.1 0.0
O -0.6761 12.4720 3.2872 0.1 -0.1 0.1
H -0.3229 9.8864 3.9169 0.0 0.0 0.0
H -3.8483 10.9722 0.4071 0.0 0.0 0.0
H -3.1212 7.5831 1.3892 0.1 0.0 0.0
H -1.0723 13.2415 2.8292 -0.1 0.0 0.0
C -2.1422 -3.2497 0.5846 0.1 0.0 -0.1
C -1.2804 -3.3946 -0.4426 0.0 0.0 0.0
C -1.4606 -4.4791 -1.5012 0.2 0.2 0.1
O -0.6242 -4.5111 -2.3870 -0.2 -0.2 0.0
C -2.5769 -5.3840 -1.3951 -0.1 -0.1 0.0
C -3.4268 -5.2327 -0.3694 0.0 0.0 0.0
C -3.2597 -4.1453 0.6771 0.0 0.0 -0.1
O -4.1104 -4.1273 1.5566 0.1 -0.1 0.0
O -4.4834 -5.9995 -0.1559 0.0 -0.1 -0.1
O -0.2294 -2.6223 -0.6060 -0.1 0.0 0.1
H -2.0202 -2.4852 1.3383 0.0 0.0 0.0
H -2.6880 -6.1569 -2.1418 0.0 0.0 0.0
H -4.9063 -5.6482 0.6551 0.0 0.1 0.0
H 0.2585 -2.8807 -1.4147 0.0 0.0 0.0
C 0.6122 -4.3133 4.2817 -0.1 0.1 0.1
C -0.3335 -4.8504 3.4938 -0.1 0.0 -0.1
C -0.0620 -6.0411 2.5905 0.0 0.0 0.0
O -1.0066 -6.4406 1.9294 0.0 0.0 0.0
C 1.2635 -6.6083 2.5625 0.0 -0.1 0.0
C 2.2078 -6.0708 3.3504 0.0 0.0 0.0
C 1.9321 -4.8930 4.2693 0.0 0.0 0.0
O 2.8726 -4.5152 4.9465 0.0 0.0 0.0
O 3.4577 -6.4987 3.4144 0.0 -0.1 -0.1
O -1.5767 -4.4155 3.4036 0.2 0.0 0.3
H 0.4272 -3.4645 4.9243 0.0 0.0 0.0
H 1.4532 -7.4455 1.9060 0.0 0.0 0.0
H 3.9062 -5.9195 4.0650 -0.1 0.0 0.0
H -2.0192 -5.0090 2.7621 -0.1 0.0 0.0
```
Forces are in eV/Å.

Results
Gap between HOMO and LUMO (eV): 5.8
Charge: -1
E_LUMO (Ha): -0.0075
ΔE to the lowest compared entry with this formula, charge and spin (kcal per mole): 0.0

=====

2.
Computed, not measured: a structure of composition C25H21BaN4O5S2 in a non-equilibrium geometry, with ωB97M-V/def2-TZVPD.

Geometry as XYZ:
```
58
Properties=species:S:1:pos:R:3:forces:R:3
Ba -0.0602 0.0441 -0.3000 0.8 4.2 0.6
C 0.9531 -1.8219 -5.8721 -0.1 0.0 -0.1
O 0.2483 -1.5127 -4.6923 0.1 0.0 0.1
C -0.0894 -2.5874 -3.8943 -0.1 0.1 0.0
C -0.4397 -3.8102 -4.4155 0.0 0.0 0.0
C -0.7582 -4.8740 -3.5634 0.0 -0.1 -0.1
C -0.6884 -4.6897 -2.2040 0.0 0.0 0.1
C -0.3460 -3.4504 -1.6400 -0.1 0.2 -0.5
C -0.0506 -3.3904 -0.2247 0.3 0.1 0.6
N 0.2318 -2.3078 0.4048 0.1 -1.3 -0.2
N 0.9022 -2.4675 1.5917 0.2 -0.4 0.7
C 1.4964 -1.3647 2.0003 0.1 -0.5 -0.2
O 1.3605 -0.1871 1.5309 1.4 -0.5 1.8
C 2.5889 -1.6444 2.9935 0.0 0.2 0.2
C 2.6416 -2.8227 3.7373 -0.1 0.1 0.0
C 3.7280 -3.0840 4.5552 0.0 0.0 0.0
C 4.7843 -2.1834 4.6275 0.0 0.0 0.0
C 4.7354 -1.0064 3.8954 0.1 -0.1 0.1
C 3.6380 -0.7348 3.0920 -0.1 0.0 0.0
C -0.0702 -2.3342 -2.4878 -0.1 -0.5 -0.3
O 0.2292 -1.1672 -2.0368 0.6 -2.4 -3.2
H 1.5321 -0.9380 -6.1440 0.0 0.0 0.0
H 0.2776 -2.0644 -6.7009 0.0 0.0 0.0
H 1.6374 -2.6602 -5.7150 0.0 0.0 0.0
H -0.4660 -3.9555 -5.4890 0.0 0.0 0.0
H -1.0450 -5.8324 -3.9772 0.0 0.0 0.0
H -0.8896 -5.5243 -1.5403 0.0 0.0 0.0
H 0.0939 -4.3386 0.3025 0.0 0.0 -0.1
H 1.8223 -3.5218 3.6461 0.0 0.0 0.0
H 3.7698 -3.9980 5.1359 -0.1 0.0 0.0
H 5.6428 -2.4014 5.2518 0.0 0.0 0.0
H 5.5618 -0.3074 3.9476 0.0 0.0 0.0
H 3.5732 0.1808 2.5191 0.0 0.0 0.0
O -5.4367 2.2536 -1.6676 -0.1 0.0 -0.1
C -5.5976 1.6100 -0.5040 0.0 0.0 0.1
C -6.8870 1.5451 0.0291 -0.1 0.0 0.0
C -7.1188 0.9296 1.2433 0.0 0.0 0.0
C -6.0666 0.3594 1.9527 0.0 0.0 0.1
C -4.7927 0.3993 1.4169 0.0 0.0 0.0
C -4.5330 1.0107 0.1914 0.1 -0.1 0.0
C -3.1292 0.9777 -0.3220 -0.1 0.1 -0.1
O -2.2502 0.3348 0.3184 -2.5 0.5 0.6
N -2.9305 1.6467 -1.4524 -0.5 0.2 -0.1
N -1.6206 1.7035 -1.8616 0.0 0.3 0.0
C -1.4298 2.0512 -3.0624 -0.5 -0.1 -0.2
S 0.1773 2.2944 -3.7106 0.2 0.0 -0.1
C -0.3424 1.8779 -5.4005 0.1 -0.1 0.2
C -1.6537 2.5989 -5.6427 -0.2 0.1 0.1
S -2.7565 2.2906 -4.2261 0.2 -0.1 0.0
H -4.4622 2.2057 -1.8733 0.1 0.0 0.0
H -7.6926 1.9928 -0.5396 0.0 0.0 0.0
H -8.1268 0.8915 1.6396 0.0 0.0 0.0
H -6.2446 -0.1177 2.9080 0.0 0.0 0.0
H -3.9577 -0.0516 1.9363 0.0 0.0 0.0
H -0.4491 0.7944 -5.4598 0.0 0.0 0.0
H 0.4355 2.2131 -6.0856 0.0 0.0 0.0
H -2.1596 2.2312 -6.5354 0.0 0.0 0.0
H -1.4925 3.6726 -5.7364 0.0 0.0 -0.1
```
Forces are in eV/Å.

Results
Gap between HOMO and LUMO (eV): 6.6
Charge: -1
E_LUMO (Ha): 0.0798
ΔE to the lowest compared entry with this formula, charge and spin (kcal per mole): 21.1

=====

3.
Computed, not measured: a structure of composition C25H21Br4HfN3O7PSe4, with ωB97M-V/def2-TZVPD.

Geometry as XYZ:
```
66
Properties=species:S:1:pos:R:3:forces:R:3
Hf 1.7001 1.1256 0.3017 -0.1 -0.2 0.2
Br 6.5934 3.8166 -3.9074 0.0 0.0 0.0
C 5.5864 2.6040 -2.8673 0.0 -0.1 0.0
C 6.1362 1.3941 -2.4635 0.0 0.1 0.0
Br 7.8963 0.9197 -2.9577 0.0 0.0 0.0
C 5.3733 0.5117 -1.6869 0.0 -0.1 -0.1
Br 6.0180 -1.1749 -1.1360 0.0 0.0 0.0
C 4.0738 0.8233 -1.3300 0.1 -0.1 0.0
O 3.2888 0.0403 -0.6017 -0.2 0.4 0.2
C 3.5135 2.0554 -1.7412 0.1 0.1 -0.1
O 2.2773 2.2957 -1.3363 -0.1 -0.1 0.3
C 4.2739 2.9319 -2.4973 0.0 0.0 -0.1
Br 3.4531 4.5523 -3.0009 0.0 0.0 0.0
C -3.7327 3.5441 3.4675 0.0 0.0 0.0
O -4.8232 2.7136 3.0956 0.0 0.0 0.0
C -4.6051 1.3765 3.0693 0.0 0.0 0.0
C -3.4534 0.7604 3.5518 0.0 0.0 0.0
C -3.3034 -0.6142 3.4364 0.0 0.1 0.0
C -4.2930 -1.3827 2.8351 0.0 0.1 0.1
C -5.4785 -0.7688 2.4380 0.0 0.0 0.0
C -5.6302 0.5987 2.5333 0.0 0.0 0.0
N -4.2401 -2.8024 2.6275 0.0 0.0 -0.2
N -3.2197 -3.3879 2.2306 -0.1 -0.1 0.2
C -2.0080 -2.6785 1.9462 0.1 0.0 -0.1
C -0.8734 -3.0956 2.5926 -0.1 0.0 0.0
C 0.3451 -2.3996 2.5016 0.0 0.1 0.1
C 0.4337 -1.2596 1.7309 0.0 0.0 -0.1
O 1.5013 -0.5183 1.6032 0.2 -0.1 -0.4
C -0.7181 -0.8856 0.9654 0.0 0.0 0.0
N -0.5450 0.1972 0.1643 0.1 0.2 -0.1
C -1.5392 0.6005 -0.5909 0.0 0.0 0.0
C -2.7709 -0.0706 -0.6263 0.0 0.0 0.0
C -2.9632 -1.1635 0.1722 0.0 0.0 0.0
C -1.9285 -1.5941 1.0298 0.1 0.0 0.0
H -4.0847 4.5660 3.3584 0.0 0.0 0.0
H -2.8720 3.3839 2.8146 0.0 0.0 0.0
H -3.4379 3.3723 4.5056 0.0 0.0 0.0
H -2.6542 1.3377 3.9945 0.0 0.0 0.0
H -2.3888 -1.0691 3.7899 0.0 0.0 0.0
H -6.2685 -1.3862 2.0286 0.0 0.0 0.0
H -6.5322 1.0907 2.1941 0.0 0.0 0.0
H -0.9471 -3.9635 3.2373 0.0 0.0 0.0
H 1.2123 -2.7241 3.0607 0.0 0.0 0.0
H -1.3624 1.4746 -1.2051 0.0 0.0 0.0
H -3.5479 0.2846 -1.2880 0.0 0.0 0.0
H -3.9025 -1.7007 0.1503 0.0 0.0 0.0
Se 0.1935 3.3271 1.0765 0.1 0.0 -0.1
Se 0.0848 2.1263 3.0591 0.1 -0.1 -0.2
Se 2.3678 2.0664 3.8356 -0.1 0.1 0.0
Se 3.5535 2.2973 1.8525 -0.1 -0.2 0.0
C -0.2893 -1.3632 -4.5608 0.0 0.0 0.0
O -0.2436 -0.7281 -3.2841 0.0 0.0 0.0
P 1.1667 -0.5456 -2.4934 0.0 -0.1 0.0
O 1.7362 -2.0724 -2.4336 0.0 0.0 0.0
C 1.6608 -2.7553 -1.1740 0.0 0.0 0.0
O 2.0934 0.0142 -3.6883 0.0 0.0 0.0
C 3.2994 -0.5707 -4.1826 0.0 0.0 0.0
H -1.3376 -1.4483 -4.8399 0.0 0.0 0.0
H 0.1570 -2.3580 -4.5127 0.0 0.0 0.0
H 0.2384 -0.7627 -5.3023 0.0 0.0 0.0
H 0.6233 -2.8703 -0.8503 0.0 0.0 0.0
H 2.2332 -2.2225 -0.4144 0.0 0.0 0.0
H 2.0923 -3.7419 -1.3289 0.0 0.0 0.0
H 3.0799 -1.1482 -5.0827 0.0 0.0 0.0
H 3.7598 -1.2219 -3.4430 0.0 0.0 0.0
H 3.9781 0.2462 -4.4236 0.0 0.0 0.0
```
Forces are in eV/Å.

Results
Gap between HOMO and LUMO (eV): 6.1
Charge: -1
E_LUMO (Ha): 0.0594
ΔE to the lowest compared entry with this formula, charge and spin (kcal per mole): 8.4

=====

4.
Computed, not measured: a structure of composition C25H21Cl2N3O10SZn in a non-equilibrium geometry, with ωB97M-V/def2-TZVPD.

Geometry as XYZ:
```
63
Properties=species:S:1:pos:R:3:forces:R:3
Zn 10.9101 10.2180 11.9096 2.1 -0.6 0.7
O 15.1363 12.1647 15.8437 0.4 0.7 1.3
C 14.3245 11.7086 15.0992 -0.1 -1.6 -3.3
C 14.5775 11.5842 13.4913 -1.8 0.3 3.3
O 15.5544 11.9444 12.8954 0.9 0.2 -0.7
C 13.2918 11.0800 13.0443 -1.1 -0.4 -0.6
C 12.4380 10.5642 14.0975 1.5 1.2 -0.5
O 11.3333 9.9780 13.8665 -0.5 0.0 -0.1
C 13.0123 10.9483 15.3767 1.1 0.1 -0.2
O 12.6429 10.6676 16.4964 -0.6 -0.1 1.0
O 12.9027 11.0657 11.8306 -0.6 -0.2 -0.3
C 8.9689 13.7460 7.2350 -0.1 -1.0 0.3
C 9.9613 12.5579 7.2308 -0.8 -0.2 -0.2
N 9.4682 11.4761 8.1025 0.7 -0.3 0.2
C 8.8448 10.2836 7.4288 1.3 0.2 0.7
C 7.5425 10.6566 6.7318 1.1 -0.7 0.1
C 9.7064 11.6305 9.4795 -1.6 -1.3 -0.8
S 9.1829 10.3069 10.5055 -1.0 -0.5 -1.2
N 10.1139 12.7940 9.9038 0.1 0.6 1.0
C 10.1721 13.0441 11.2745 1.6 0.4 -1.0
O 10.2695 12.2318 12.1925 -0.5 1.0 -0.2
C 10.3508 14.5247 11.6234 -1.0 -1.7 2.7
C 10.3396 14.7813 13.0587 0.1 -1.1 -2.3
C 10.5512 16.0485 13.4607 1.1 2.1 -0.3
C 10.6806 17.0732 12.4642 -0.8 0.3 1.1
C 10.4709 16.8487 11.1281 1.1 -0.4 0.4
C 10.4197 15.5294 10.7173 -0.8 -0.3 -0.9
H 9.4154 14.4848 6.5619 -0.7 0.3 0.2
H 8.9310 14.0625 8.2877 0.1 0.4 -0.5
H 7.9075 13.4288 7.0035 1.3 0.4 -0.3
H 10.9266 12.8769 7.5755 0.3 0.4 0.7
H 10.2524 12.2238 6.2118 -0.9 -0.4 0.4
H 8.6886 9.4893 8.1664 0.1 0.4 0.0
H 9.5954 9.8777 6.7059 -0.5 0.4 0.3
H 6.8949 11.1286 7.4722 -0.3 0.0 -0.5
H 7.1516 9.7464 6.2662 -0.4 0.1 0.4
H 7.8312 11.2753 5.8985 -0.4 0.8 -0.2
H 10.2089 13.9376 13.7265 0.2 0.1 -0.1
H 10.7925 16.2999 14.5010 -0.5 -0.1 -0.4
H 10.8201 18.1021 12.7686 0.1 0.0 0.3
H 10.5544 17.6256 10.3948 -0.1 0.4 -0.1
H 10.3017 15.2554 9.6820 0.2 0.0 -0.3
Cl 3.2867 9.7734 12.4743 -0.2 0.1 0.0
C 4.4405 10.9258 11.8088 0.7 0.4 0.3
Cl 3.7954 12.1573 10.7722 -1.0 0.6 -1.0
H 5.1554 10.3917 11.1931 0.2 -0.1 0.5
H 4.8541 11.5567 12.5979 0.3 -1.0 0.1
O 12.8821 6.4600 11.6063 -0.9 0.7 -0.2
C 12.7656 7.6247 11.1798 -1.0 -0.1 1.5
O 11.7111 8.3974 11.3176 2.3 -1.4 -0.9
C 14.0646 8.0540 10.4480 -1.8 0.5 -1.0
C 14.0290 9.1910 9.6186 0.7 0.6 0.3
C 15.0895 9.4571 8.7558 0.1 -1.6 0.5
C 16.0945 8.4962 8.7360 0.6 -0.9 -0.4
C 16.1622 7.3454 9.5388 0.3 0.5 -0.2
C 15.1011 7.1088 10.3658 -0.6 -1.3 1.1
N 17.1325 8.5331 7.7231 2.5 0.5 0.3
O 17.0857 9.4595 6.8877 0.6 -2.2 1.0
O 18.0995 7.6894 7.8661 -2.4 2.7 -1.5
H 13.2463 9.9524 9.6385 -0.1 -0.7 0.5
H 15.1199 10.2795 8.0788 0.0 0.4 -0.2
H 17.0607 6.7104 9.4828 -0.9 0.3 -0.1
H 14.9939 6.1027 10.9057 0.1 2.0 -0.6
```
Forces are in eV/Å.

Results
Gap between HOMO and LUMO (eV): 4.8
Charge: -2
E_LUMO (Ha): 0.1269
ΔE to the lowest compared entry with this formula, charge and spin (kcal per mole): 35.6